1.
76
Properties=species:S:1:pos:R:3:forces:R:3:mulliken_charge:R:1 method="wB97M-V/def2-TZVPD" s_squared=0.762 energy_ev=-156774.0840 multiplicity=2 e_lumo_ev="-3.9 / -4.0" gap_ev="6.32 / 6.29" relative_energy_ev=1.3903 max_force_ev_per_a=0.906 mol_weight_g_mol=868.14 total_charge=+1
Re -0.348650 0.944512 1.135667 0.04 0.79 0.43 -0.078
C -2.170090 4.125429 -1.334183 0.12 0.09 0.01 -2.195
C -2.008084 2.844777 -0.563670 -0.24 -0.06 -0.07 1.300
N -0.841622 2.583648 0.025134 0.09 -0.22 -0.19 0.888
N 0.135802 3.551878 -0.266640 0.22 -0.12 0.02 -0.915
C 1.245649 3.411886 0.355222 0.02 0.18 -0.11 0.288
S 1.554590 2.220620 1.563807 -0.15 0.00 0.18 -0.283
S 2.566375 4.521282 -0.032704 0.02 -0.09 -0.08 -0.112
C 2.529463 4.392545 -1.859429 -0.07 0.15 0.04 -1.276
C 2.787005 3.003437 -2.360369 -0.05 -0.05 0.05 0.402
C 1.730903 2.172873 -2.723640 0.05 0.12 -0.01 0.009
C 1.969303 0.880335 -3.160388 -0.06 -0.08 0.00 -0.564
C 3.265219 0.402100 -3.246357 0.05 -0.05 0.01 -0.383
C 4.325278 1.225452 -2.894498 0.00 -0.03 -0.03 -0.737
C 4.086091 2.515038 -2.454467 -0.04 -0.01 0.06 -0.448
C -3.161228 1.976909 -0.508138 -0.04 -0.04 0.05 0.372
C -4.320505 2.349681 -1.243036 -0.15 -0.09 -0.03 -1.065
C -5.464529 1.599380 -1.247897 0.13 0.11 -0.02 -1.176
C -5.521558 0.416530 -0.498021 0.04 -0.01 0.02 -0.520
C -4.434351 0.012316 0.224032 0.14 0.11 -0.02 -0.759
C -3.241922 0.769685 0.228058 -0.15 -0.13 -0.15 1.077
O -2.248753 0.289797 0.931604 -0.12 -0.09 0.17 0.400
H -1.317624 4.779544 -1.217188 -0.06 -0.05 0.00 0.330
H -3.067802 4.636838 -0.996843 -0.03 0.03 0.01 0.647
H -2.297177 3.896671 -2.392966 0.01 0.01 -0.04 0.415
H 3.322425 5.074219 -2.165698 0.01 0.02 -0.04 0.547
H 1.583244 4.783610 -2.226038 -0.01 0.01 0.04 0.383
H 0.720733 2.554002 -2.687464 -0.11 0.04 0.04 0.383
H 1.135832 0.251648 -3.447231 -0.03 -0.02 -0.03 0.418
H 3.455260 -0.600905 -3.601997 0.01 -0.06 -0.02 0.456
H 5.340100 0.865039 -2.973580 0.08 -0.03 0.00 0.424
H 4.915109 3.151699 -2.180259 0.08 0.07 0.03 0.409
H -4.308896 3.250372 -1.832431 -0.03 0.02 -0.02 0.397
H -6.317630 1.919515 -1.825701 -0.04 0.03 -0.04 0.420
H -6.421195 -0.182419 -0.496642 -0.04 -0.03 0.00 0.470
H -4.442114 -0.913159 0.782268 0.01 0.00 0.01 0.369
S -0.818700 1.110746 3.434932 0.61 -0.40 -0.19 -0.312
C -1.316389 -0.507831 3.891792 -0.38 0.04 0.03 0.796
N -2.007282 -1.318001 3.062934 0.27 0.20 -0.19 0.482
C -2.367326 -2.567817 3.384028 0.00 -0.16 0.15 0.007
C -2.077317 -3.074896 4.625711 0.04 0.17 -0.03 -0.916
C -1.383220 -2.262660 5.526178 -0.08 -0.10 -0.13 -0.172
C -0.996529 -0.990538 5.161963 -0.07 0.09 -0.12 -0.867
H -2.214408 -0.956589 2.106085 -0.05 -0.04 0.23 -0.173
H -2.870472 -3.123433 2.607734 -0.01 -0.03 -0.05 0.461
H -2.377681 -4.076999 4.879666 -0.02 -0.09 0.03 0.443
H -1.133517 -2.633164 6.510199 0.00 -0.03 0.04 0.433
H -0.440515 -0.353781 5.834572 0.00 0.00 -0.01 0.490
C -1.848560 -0.865046 -2.317261 -0.19 0.14 0.00 -1.011
N -1.030505 -2.049241 -2.278482 0.26 -0.15 -0.11 0.035
C -1.156815 -3.031295 -1.376378 0.11 -0.20 0.14 0.219
S -2.392155 -3.114260 -0.241270 -0.26 0.06 0.17 -0.461
N -0.225152 -4.004498 -1.407512 -0.12 -0.05 0.13 -0.076
C 0.887025 -4.078606 -2.321016 0.09 -0.01 -0.11 -1.009
H -1.931564 -0.524787 -3.348132 -0.01 0.03 0.00 0.384
H -1.412659 -0.065968 -1.708476 -0.01 0.02 -0.01 0.091
H -2.838872 -1.101651 -1.929700 0.07 0.04 -0.05 0.400
H -0.218881 -2.058559 -2.874862 -0.03 -0.04 0.01 0.239
H -0.399290 -4.767517 -0.773121 0.01 0.11 -0.06 0.254
H 0.560421 -4.186341 -3.358940 0.02 0.01 -0.01 0.394
H 1.486262 -4.947763 -2.063749 0.00 0.00 -0.03 0.352
H 1.528296 -3.197625 -2.232500 0.04 0.04 -0.02 0.219
C 4.189773 -0.974830 0.319482 -0.25 0.02 0.17 -0.885
Si 2.882431 -1.369685 1.594026 0.10 0.10 -0.01 0.521
C 3.025347 -0.375946 3.170330 -0.05 -0.12 -0.24 -0.978
C 2.720373 -3.210622 1.963866 0.00 0.27 -0.08 -1.206
Se 0.807215 -0.988428 0.527493 0.02 -0.26 -0.06 -0.309
H 5.183978 -1.213498 0.691653 0.12 -0.04 0.09 0.451
H 4.163641 0.084879 0.065372 -0.02 0.06 -0.02 0.152
H 4.026110 -1.543622 -0.594114 -0.03 -0.05 -0.08 0.259
H 3.857619 -0.770222 3.751789 0.12 -0.08 0.08 0.434
H 2.122634 -0.466350 3.774213 -0.08 -0.01 0.03 0.183
H 3.213196 0.679347 2.988519 0.02 0.01 -0.03 0.340
H 3.612030 -3.752109 1.658478 0.16 -0.04 -0.04 0.387
H 1.869779 -3.659933 1.454621 -0.07 -0.02 -0.07 0.335
H 2.587029 -3.367643 3.031558 -0.04 -0.01 0.14 0.320

***

2.
97
Properties=species:S:1:pos:R:3:forces:R:3:mulliken_charge:R:1 method="wB97M-V/def2-TZVPD" energy_ev=-133478.3638 e_lumo_ev=-2.3 gap_ev=7.18 relative_energy_ev=0.0000 max_force_ev_per_a=1.222 mol_weight_g_mol=1112.56 total_charge=+1
Lu -0.011442 -0.465301 -0.776452 -0.17 -0.10 0.13 1.268
N 0.515346 -0.016932 2.321368 0.77 -0.54 -0.27 0.428
C 1.768016 -0.472025 2.799771 -0.08 -0.06 -0.19 -0.961
C 1.926343 -0.875964 4.128963 -0.59 0.53 -0.44 -0.344
C 3.127748 -1.331371 4.585668 0.76 -0.45 -0.04 -0.689
C 4.233184 -1.420208 3.734584 -0.38 0.26 0.37 -0.972
C 4.100563 -1.015551 2.425974 -0.21 -0.44 0.00 -0.315
C 2.852383 -0.611690 1.928697 0.10 0.18 -0.15 0.599
P 2.652732 -0.379482 0.132937 0.55 -0.07 0.28 1.412
C 3.761313 -1.724077 -0.477450 -0.76 0.12 0.09 0.329
C 3.411449 -3.027413 -0.107272 0.36 -0.14 0.03 -0.296
C 4.179316 -4.106335 -0.525614 -0.23 0.59 0.03 -0.601
C 5.272433 -3.889777 -1.345821 0.15 -0.14 -0.28 -0.710
C 5.576987 -2.607015 -1.763835 0.57 0.18 0.07 -0.694
C 4.844076 -1.513411 -1.310226 -0.05 -0.86 0.01 -0.418
C 3.478331 1.200414 -0.225302 -0.07 -0.22 0.05 0.774
C 3.798646 2.094486 0.784258 -0.21 0.19 0.35 -0.798
C 4.383678 3.311930 0.463354 0.15 -0.50 0.28 -0.828
C 4.708241 3.610964 -0.844144 0.12 0.68 0.29 -0.720
C 4.352752 2.743750 -1.853269 0.08 -0.09 -0.02 -0.852
C 3.742801 1.551370 -1.544935 -0.38 -0.52 -0.19 -0.089
H -0.184136 0.058417 3.032229 -0.36 0.02 0.43 0.319
H 0.566838 0.866869 1.832555 -0.01 0.41 -0.14 -0.368
H 1.080180 -0.766992 4.780044 -0.24 -0.03 0.39 0.504
H 3.229689 -1.645398 5.608640 -0.01 -0.05 0.28 0.438
H 5.157871 -1.808993 4.122309 0.27 0.03 -0.05 0.470
H 4.948023 -1.120483 1.760720 -0.05 0.11 -0.10 0.507
H 2.583836 -3.208585 0.567358 -0.14 0.07 -0.05 0.109
H 3.926896 -5.100261 -0.223526 -0.13 -0.42 0.21 0.482
H 5.889044 -4.727957 -1.657313 -0.09 0.13 -0.02 0.390
H 6.453019 -2.445989 -2.388153 -0.21 0.02 0.03 0.439
H 5.128910 -0.531042 -1.585459 0.23 0.73 -0.28 0.613
H 3.576961 1.874594 1.828350 0.06 -0.02 -0.24 0.413
H 4.635295 3.976941 1.268149 0.06 0.31 0.12 0.466
H 5.218683 4.548666 -1.042002 -0.12 -0.11 -0.17 0.409
H 4.529962 2.980039 -2.880377 0.18 0.15 -0.45 0.520
H 3.456793 0.877215 -2.341331 -0.03 0.06 -0.15 0.051
Te -0.600310 2.367731 0.055028 -0.04 -0.49 -0.15 -0.240
C 0.534425 4.041633 -0.504735 -0.47 -0.78 -0.07 0.623
C 1.239417 4.180479 -1.684931 -0.37 -0.81 0.21 -0.322
C 1.899786 5.360275 -1.898882 0.94 0.48 -0.61 -0.479
C 1.842252 6.381088 -0.978827 -0.21 0.70 0.68 -0.592
C 1.091743 6.236639 0.187871 0.21 0.78 0.02 -0.616
C 0.431761 5.056083 0.424115 0.24 0.18 0.00 -0.688
H 1.264714 3.353414 -2.387907 0.11 0.17 -0.01 0.352
H 2.544656 5.492211 -2.762390 -0.24 -0.07 -0.12 0.407
H 2.357022 7.319373 -1.155255 0.03 -0.13 -0.06 0.390
H 1.001232 7.049847 0.914006 0.16 -0.21 -0.32 0.383
H -0.149453 4.918654 1.318417 -0.12 0.00 0.21 0.375
Cl 0.678349 -3.006353 -2.063257 -0.16 0.21 -0.06 -0.118
C 1.707574 -2.319033 -3.373527 -0.28 -0.84 0.23 -0.309
C 1.695258 -0.816504 -3.452000 -0.20 0.96 0.38 0.396
O 2.480063 -0.346604 -4.240134 -0.17 0.21 0.04 -0.646
O 0.897413 -0.139610 -2.645099 0.59 -0.77 -0.28 -0.658
H 1.369800 -2.785858 -4.294064 0.06 0.18 -0.08 0.475
H 2.706726 -2.654555 -3.133246 0.26 0.00 -0.09 0.186
N -1.619418 -4.135034 1.192196 -0.13 0.16 -0.27 -0.365
C -0.649816 -3.209232 1.306447 0.17 0.13 -0.51 0.497
N 0.172305 -3.298967 2.356071 0.07 -0.20 0.38 -0.283
O -0.518547 -2.318263 0.438556 0.04 0.10 0.12 -0.283
H -1.619882 -4.923590 1.800491 -0.13 -0.39 0.22 0.164
H -2.118889 -4.210426 0.319608 0.08 0.11 0.10 0.264
H 0.090957 -4.022293 3.054733 -0.07 0.13 -0.17 0.220
H 0.854199 -2.579585 2.517150 0.13 0.20 -0.05 0.038
C -5.203336 -1.262095 -2.863160 0.29 0.27 -0.10 -1.057
Si -3.924607 0.132502 -2.815139 -0.28 0.24 0.47 0.106
C -2.182057 -0.561981 -3.150421 -0.51 0.10 -0.27 -0.504
C -4.332454 1.479847 -4.052439 -0.02 -0.06 -0.12 -1.075
C -4.071424 1.024690 -1.099671 0.23 -0.50 -0.48 -0.633
Te -2.901132 0.000717 0.389628 0.07 0.51 -0.31 0.158
C -4.384687 -1.378895 0.977858 -0.27 -0.22 0.35 -0.631
Si -5.299813 -0.470635 2.401859 0.41 -0.31 -0.03 0.299
C -6.878517 -1.438222 2.642455 -0.12 0.46 -0.03 -1.062
C -4.181466 -0.665922 3.936118 -0.14 -0.09 -0.44 -0.875
C -5.626850 1.351277 2.028391 0.07 -0.14 -0.12 -1.066
H -5.207639 -1.721864 -3.858433 -0.04 0.00 0.16 0.362
H -6.201624 -0.854645 -2.673601 0.08 -0.06 -0.03 0.316
H -5.008937 -2.043887 -2.123429 0.02 0.03 -0.09 0.295
H -2.153423 -0.962921 -4.175311 -0.02 0.16 0.15 0.453
H -1.903161 -1.412979 -2.523770 -0.08 -0.05 0.20 0.323
H -1.420278 0.218365 -3.118628 0.01 0.09 0.03 -0.088
H -4.342082 1.159278 -5.103080 0.17 0.03 0.25 0.348
H -3.616553 2.307088 -3.926344 -0.24 -0.19 -0.15 0.307
H -5.340829 1.859846 -3.844215 0.19 0.03 0.06 0.311
H -5.119306 1.105868 -0.763685 0.47 -0.13 -0.01 0.214
H -3.632865 2.028103 -1.124235 -0.08 -0.15 -0.03 0.577
H -3.884075 -2.264048 1.403919 -0.16 0.23 -0.21 0.225
H -4.989941 -1.682998 0.113320 0.15 0.11 0.29 0.381
H -6.644132 -2.501228 2.629644 -0.08 -0.10 0.14 0.327
H -7.588327 -1.238708 1.832095 0.08 -0.04 0.08 0.303
H -7.365251 -1.167109 3.582200 -0.03 -0.18 -0.02 0.332
H -4.085189 -1.716260 4.228711 -0.11 0.00 -0.10 0.306
H -4.601367 -0.140518 4.789097 -0.10 0.13 0.12 0.376
H -3.168178 -0.284124 3.788304 -0.06 0.10 -0.12 0.137
H -6.337486 1.488878 1.207333 0.04 -0.10 0.06 0.324
H -4.752370 1.987113 1.825205 -0.17 -0.38 0.11 0.340
H -6.106767 1.750524 2.915550 -0.17 0.18 0.25 0.420

***

3.
46
Properties=species:S:1:pos:R:3:forces:R:3:mulliken_charge:R:1 method="wB97M-V/def2-TZVPD" energy_ev=-44203.0401 e_lumo_ev=1.8 gap_ev=3.67 max_force_ev_per_a=5.384 mol_weight_g_mol=422.71 total_charge=-1
C 3.806979 -2.240403 -0.982067 -0.63 1.03 0.48 -0.738
C 3.382166 -3.209466 0.195682 0.61 -0.89 -0.89 -0.556
C 1.859484 -3.610401 0.222511 0.52 0.34 1.60 -0.719
I 1.168900 -4.496716 -1.669161 0.33 0.36 0.63 0.000
C 0.888802 -2.471736 0.745372 -1.01 -1.19 -1.21 -0.468
O 1.215491 -1.171891 0.275686 0.19 -0.82 1.53 0.018
C 1.381420 -0.191039 1.313783 0.75 1.68 -0.30 -1.021
C 0.313559 0.973670 1.160934 -0.75 -0.19 0.35 -0.191
C -1.006216 0.381954 0.503711 -0.53 -0.32 1.60 -0.301
C -2.280368 1.261236 0.927054 0.86 -1.01 -0.43 -0.477
C -3.528496 0.308552 1.029777 0.38 0.42 -0.06 -0.551
O -4.745341 1.032581 0.634954 -0.15 -1.44 -1.32 -0.339
C -5.632045 0.103501 0.051317 -0.30 -0.32 0.26 0.690
C -5.699785 0.018428 -1.513015 0.46 1.34 0.38 -0.815
O -6.317574 -0.596339 0.753610 0.48 0.51 -0.58 -0.533
N 0.838758 2.187883 0.524095 -0.23 -1.26 -0.79 -0.273
C 1.252365 1.976161 -0.889197 0.86 1.40 -0.57 -0.303
C 2.558273 2.871840 -1.126485 -0.48 -0.66 -0.84 -0.619
O 2.232347 4.276277 -1.180633 -2.44 -3.69 -3.07 -0.316
H 2.936455 -2.083493 -1.686329 1.09 -0.31 0.66 0.196
H 4.013842 -1.211980 -0.554800 -0.11 -1.13 -0.56 0.169
H 4.709267 -2.574723 -1.557206 -0.89 0.15 0.63 0.314
H 3.722264 -2.827928 1.207550 -0.71 -0.22 -1.08 0.323
H 3.961549 -4.174379 0.046953 -0.71 0.98 0.26 0.347
H 1.767791 -4.458581 0.967401 -0.07 0.82 -1.04 0.482
H 0.807670 -2.587036 1.859596 0.38 0.52 -0.83 0.353
H -0.139809 -2.723635 0.329682 1.00 0.22 0.62 0.247
H 1.320775 -0.581644 2.363850 -0.13 -0.18 -1.07 0.407
H 2.428887 0.231466 1.194782 -1.21 -0.26 0.17 0.199
H 0.023956 1.271398 2.219065 0.33 -0.31 -1.12 0.437
H -1.176314 -0.630959 0.994817 0.25 0.94 -0.65 0.294
H -0.940939 0.203968 -0.600650 0.02 0.33 0.98 0.246
H -2.388093 2.048746 0.134031 -0.39 -0.58 1.01 0.238
H -2.039822 1.698868 1.930552 -0.44 -0.07 -1.00 0.310
H -3.350817 -0.573885 0.349849 -0.34 0.84 0.51 0.389
H -3.729315 -0.086043 2.062687 0.52 0.35 -0.88 0.189
H -5.308350 1.000730 -1.907104 -0.37 -1.10 0.23 0.307
H -5.050295 -0.807023 -1.917865 -0.77 0.74 0.57 0.237
H -6.770724 -0.086259 -1.824699 1.07 -0.19 0.34 0.303
H 0.156610 2.947258 0.501657 0.28 -0.29 0.51 0.289
H 1.411223 0.901450 -1.176077 -0.03 0.85 0.59 0.196
H 0.478961 2.405971 -1.602544 0.68 -0.66 0.66 0.290
H 3.028269 2.563394 -2.105778 -0.27 0.10 0.83 0.283
H 3.306400 2.708235 -0.295132 -0.95 0.50 -0.79 0.227
H 1.815147 4.457366 -2.060089 0.22 -0.37 0.41 0.191
Cl 3.316694 5.564623 0.147872 2.64 3.06 3.27 -0.950

***

4.
21
Properties=species:S:1:pos:R:3:forces:R:3:mulliken_charge:R:1 method="wB97M-V/def2-TZVPD" s_squared=0.753 energy_ev=-9408.5495 multiplicity=2 e_lumo_ev="0.7 / 0.7" gap_ev="4.28 / 9.41" relative_energy_ev=1.6819 max_force_ev_per_a=4.081 mol_weight_g_mol=113.18
C -0.421004 1.214364 2.847304 -0.62 0.45 -1.02 -0.855
N -1.236522 0.854671 -0.750359 0.05 -1.26 -2.49 -0.266
C -1.217440 1.223973 0.527794 -1.36 3.72 0.98 -0.279
N -0.635107 0.591660 1.537694 1.84 -3.17 1.32 -0.208
H -0.676052 0.473856 3.583299 0.01 -0.15 0.61 0.328
H -1.161866 2.075340 2.953348 1.09 -1.08 -0.17 0.244
H 0.617715 1.566618 3.018096 -0.49 0.04 -0.18 0.269
H -0.792940 0.038889 -1.162113 -0.40 0.51 0.43 0.124
H -1.718854 1.500033 -1.340029 0.02 -0.23 -0.45 0.147
H -1.692987 2.170671 0.749318 0.01 -0.09 0.04 0.315
H -0.131539 -0.280831 1.234635 -0.53 1.47 1.15 0.253
C -0.369127 -2.265090 -2.007761 0.33 0.78 -0.74 -0.555
C 0.498197 -1.233389 -2.071821 0.08 -1.62 2.66 -0.403
C 1.528641 -1.093407 -0.936197 0.70 1.05 -0.13 -0.280
C 2.043129 0.073018 -0.416189 -2.36 -1.48 -1.91 -0.674
H -0.355828 -2.928632 -1.168760 0.15 -0.40 0.35 0.249
H -1.113899 -2.497048 -2.769821 0.20 0.33 0.12 0.276
H 0.417988 -0.501751 -2.832384 0.30 0.63 -0.68 0.488
H 1.951318 -2.057665 -0.542818 -0.32 0.93 -0.73 0.277
H 2.951506 0.044344 0.113541 0.67 0.01 1.10 0.298
H 1.514668 1.030376 -0.566777 0.65 -0.45 -0.26 0.254